An isolated molecule of C3H2N2 in a non-equilibrium geometry, computed with ωB97M-V with the def2-TZVPD basis set.

```
7
Properties=species:S:1:pos:R:3:forces:R:3:nbo_charge:R:1
C -1.0485 -1.3475 3.3251 -0.3388 -0.3938 0.9074 0.1338
C -0.2927 -0.5403 2.5461 0.9871 2.7157 -3.6265 0.1214
C -0.0731 -0.0320 0.0979 0.4496 1.0890 -1.9632 -0.2029
N -1.6797 -1.6694 4.2358 -0.4732 -0.7789 0.1895 -0.2415
N -0.2579 -0.2390 1.3345 -0.1221 -1.7453 1.7364 -0.2453
H 0.9222 -0.3020 -0.4422 -1.9846 0.0740 1.2417 0.2181
H -0.8441 0.5728 -0.5312 1.4821 -0.9607 1.5146 0.2164
```
Positions in Å, forces in eV/Å.

Properties
HOMO energy   -8.763 eV
LUMO energy   -0.56 eV
F_max   4.64 eV/A
E   -6119.767 eV



An isolated molecule of C3H2N2O in a non-equilibrium geometry, computed with ωB97M-V with the def2-TZVPD basis set.

```
8
Properties=species:S:1:pos:R:3:forces:R:3:nbo_charge:R:1
N 3.0432 0.7290 0.3143 0.3036 -0.0529 0.0352 -0.2636
C 1.9595 0.5386 -0.0072 0.6254 0.1892 0.2925 0.2244
C 0.6065 0.3658 -0.3586 -2.1070 -2.0259 -4.3136 -0.2574
N -0.4594 0.1455 0.6360 -0.1446 -0.4575 0.2454 -0.5873
C -0.4533 1.3369 0.0615 0.1722 0.0834 -0.3566 0.7177
O -0.9844 2.3789 -0.0945 -0.1821 0.5143 0.2331 -0.4957
H 0.3389 -0.2445 -1.4813 1.2866 1.7483 3.5356 0.2390
H -0.4060 -0.2086 1.5730 0.0460 0.0010 0.3285 0.4229
```
Positions in Å, forces in eV/Å.

Properties
HOMO energy   -10.350 eV
SMILES string   N#C[C@H]1NC1=O
LUMO energy   0.46 eV
F_max   5.21 eV/A
E   -8168.211 eV



An isolated molecule of C3H2N2O in a non-equilibrium geometry, computed with ωB97M-V with the def2-TZVPD basis set.

```
8
Properties=species:S:1:pos:R:3:forces:R:3:nbo_charge:R:1
C 0.3954 -0.1978 -0.0720 0.7919 -2.8489 -1.1736 0.0241
N 0.2687 -0.7498 1.0457 -0.0233 0.2520 2.6953 -0.4458
C -0.0806 -0.3515 2.4860 0.6113 -1.2567 -4.0830 0.5996
O -1.0350 -0.6564 3.1147 -0.2347 0.3006 -0.1222 -0.4503
C 1.2030 0.0526 3.0138 0.5262 0.2467 1.2893 0.1536
N 2.1809 0.2177 3.5926 0.0044 0.2148 -0.2884 -0.2180
H 0.9394 -0.7594 -0.9540 -0.8948 0.8031 1.9300 0.1761
H -0.1072 0.6429 -0.4033 -0.7810 2.2883 -0.2474 0.1607
```
Positions in Å, forces in eV/Å.

Properties
HOMO energy   -10.455 eV
SMILES string   C=NC(=O)C#N
LUMO energy   -0.41 eV
F_max   4.32 eV/A
E   -8168.422 eV



A structure of composition C3H2N2O2, computed with ωB97M-V with the def2-TZVPD basis set.

```
9
Properties=species:S:1:pos:R:3:forces:R:3:nbo_charge:R:1
O -2.4799 -0.3334 -0.7924 0.2306 -0.0305 0.3485 -0.4413
C -1.7854 0.1374 0.0677 -0.5750 -0.0174 -0.3160 0.3814
C -0.3119 -0.0420 0.0791 0.1743 0.0742 -0.1550 0.3967
N 0.5522 0.9198 0.0702 -0.1017 -0.1585 0.0792 -0.4591
C 1.7178 0.2152 -0.0685 0.3190 -0.2611 0.1792 0.1326
N 1.5773 -1.0752 -0.1149 0.1901 0.1208 0.0551 -0.1184
O 0.2085 -1.2573 -0.0145 -0.0633 0.0724 -0.1885 -0.2517
H -2.1799 0.7771 0.8648 -0.0916 0.1497 0.0962 0.1416
H 2.7013 0.6584 -0.0915 -0.0825 0.0503 -0.0989 0.2183
```
Positions in Å, forces in eV/Å.

Properties
HOMO energy   -11.155 eV
LUMO energy   -0.33 eV
F_max   0.66 eV/A
E   -10216.504 eV